# 1
154
Properties=species:S:1:pos:R:3 method="wB97M-V/def2-TZVPD" total_charge=+1 energy_ev=-120764.3142 homo_ev=-9.8 mol_weight_g_mol=1146.20 homo_lumo_gap_ev=7.065
C -3.9403 -5.6083 0.3713
C -2.8859 -4.8678 -0.4841
N -1.7192 -4.6510 0.3857
C -0.5508 -4.1058 -0.3051
C -0.8470 -3.1751 -1.4765
C -1.5435 -1.8479 -1.0822
C -0.5054 -0.7060 -1.0310
C -1.0372 0.5987 -0.3770
N -2.5173 0.6763 -0.3603
N 0.2983 -3.4431 0.7171
C -0.1127 -2.4389 1.7248
C -0.2015 -2.9571 3.1624
O -1.5829 -3.3044 3.4065
C -1.6439 -4.4514 4.1944
O -1.5745 -5.5252 3.6932
C 1.5344 -3.8010 0.6802
C 2.6729 -3.4013 1.5490
C 3.0700 -4.6715 2.3880
S 3.7566 -4.2454 4.0046
C 5.0279 -3.0861 3.6073
N 5.5123 -2.3315 4.5388
N 6.4488 -1.5408 3.9059
C 6.4587 -1.8660 2.6686
O 5.5530 -2.8697 2.3967
C 1.7863 -4.7727 -0.4809
O 2.3232 -3.9595 -1.4777
C 0.3798 -5.3805 -0.7045
O 0.1734 -6.3123 0.3617
C -0.1042 -7.5201 -0.0469
N -0.1492 -8.6253 -0.3663
O -0.0645 -5.6986 -1.9496
C 0.8905 -6.3278 -2.8337
C 1.2876 -5.3931 -3.9946
H -4.8449 -5.8295 -0.1929
H -3.4886 -6.5045 0.8036
H -4.1853 -4.9584 1.2206
H -3.3344 -3.9168 -0.7976
H -2.6684 -5.5082 -1.3390
H -2.0371 -4.0413 1.1339
H 0.1170 -2.9053 -1.9276
H -1.4200 -3.6507 -2.2686
H -2.1698 -1.9187 -0.1880
H -2.2170 -1.6002 -1.9104
H -0.2920 -0.4577 -2.0784
H 0.4556 -1.0133 -0.6013
H -0.6806 1.4556 -0.9532
H -0.6834 0.6437 0.6640
H -2.8310 0.0168 0.3436
H -2.7860 1.5939 -0.0050
H 0.5882 -1.6038 1.6739
H -1.0804 -2.0038 1.4803
H 0.0252 -2.1124 3.8247
H 0.4806 -3.7807 3.3821
H -1.7477 -4.2907 5.2757
H 3.5281 -3.2009 0.8951
H 2.4750 -2.5354 2.1774
H 2.1483 -5.2251 2.6005
H 3.7337 -5.3253 1.8225
H 7.0373 -1.4612 1.8564
H 2.4263 -5.6122 -0.1797
H 3.2657 -4.1701 -1.5330
H 0.3597 -7.1705 -3.2872
H 1.7519 -6.7680 -2.3251
H 0.6411 -5.5458 -4.8585
H 2.3084 -5.6680 -4.2846
H 1.2673 -4.3474 -3.6987
C -1.2452 2.9461 -3.7900
O -0.6153 3.3800 -2.8327
N -1.8271 1.7179 -3.7746
N -1.4074 3.6609 -4.9406
H -2.3449 1.3340 -4.5417
H -1.7253 1.1774 -2.9352
H -0.9920 4.5724 -4.9782
H -1.9168 3.3289 -5.7386
C -5.0382 -2.0473 -3.6745
O -3.8905 -1.6362 -3.6067
N -5.4436 -2.9463 -4.6207
N -6.0058 -1.6367 -2.8062
H -6.3807 -3.2937 -4.6922
H -4.7547 -3.2665 -5.2740
H -5.7368 -0.9728 -2.1025
H -6.9551 -1.9556 -2.8386
C -1.7598 4.7192 0.8238
O -2.7531 4.0452 0.5517
N -1.7979 5.7519 1.7080
N -0.5454 4.4810 0.2599
H -1.0037 6.3238 1.9487
H -2.6802 5.9501 2.1380
H -0.4846 3.7293 -0.4051
H 0.2779 5.0135 0.4653
C 2.9151 2.7193 -1.9159
O 2.2721 3.2484 -1.0290
N 4.0792 2.0342 -1.6670
N 2.5378 2.7621 -3.2259
H 4.6271 1.5921 -2.3792
H 4.3864 1.9874 -0.7143
H 1.6860 3.2545 -3.4428
H 3.0572 2.3335 -3.9671
C -1.2849 9.0698 3.1127
O -0.8696 8.2676 2.2810
N -2.5844 9.4244 3.2148
N -0.4485 9.6780 4.0117
H -2.9355 10.0945 3.8994
H -3.2258 9.0017 2.5704
H 0.5245 9.4419 3.9676
H -0.7629 10.3356 4.6993
C 0.8466 -2.3511 -6.6141
O 0.9878 -2.5957 -5.4266
N 1.8981 -2.0465 -7.4325
N -0.3763 -2.3602 -7.2190
H 1.8019 -1.8412 -8.4085
H 2.8103 -2.0281 -7.0191
H -1.1692 -2.5757 -6.6441
H -0.5183 -2.1610 -8.1907
C 5.9909 -4.5292 -2.4919
O 5.3393 -4.0062 -1.5893
N 7.1485 -5.1976 -2.2529
N 5.5985 -4.4736 -3.7933
H 7.6983 -5.6304 -2.9707
H 7.4610 -5.2527 -1.3012
H 4.7466 -3.9830 -3.9988
H 6.1123 -4.8912 -4.5459
C -3.3900 12.9918 4.3010
O -3.4484 11.8869 3.7727
N -2.2532 13.7422 4.2820
N -4.4528 13.5512 4.9416
H -2.1780 14.6481 4.7035
H -1.4558 13.3557 3.8110
H -5.3035 13.0206 4.9688
H -4.4273 14.4527 5.3782
C 2.4986 -2.0215 8.4244
O 2.3624 -1.1453 9.2632
N 3.2014 -1.8165 7.2784
N 1.9477 -3.2668 8.5657
H 3.3179 -2.5085 6.5652
H 3.6182 -0.9126 7.1522
H 1.4228 -3.4439 9.4015
H 2.0474 -3.9979 7.8887
C -0.0257 1.2884 7.2372
O 0.2036 0.6090 6.2446
N 0.1925 0.8304 8.4998
N -0.5195 2.5611 7.1484
H 0.0150 1.3657 9.3273
H 0.5687 -0.0978 8.5933
H -0.6896 2.9244 6.2295
H -0.7149 3.1369 7.9441
C -2.1692 6.0665 -7.6445
O -1.9157 5.0017 -8.1836
N -1.2381 6.7595 -6.9191
N -3.3991 6.6534 -7.7151
H -1.4234 7.6340 -6.4659
H -0.3211 6.3599 -6.8496
H -4.1059 6.1737 -8.2401
H -3.6259 7.5247 -7.2758


# 2
25
Properties=species:S:1:pos:R:3 method="wB97M-V/def2-TZVPD" total_charge=+1 energy_ev=-13552.3462 homo_ev=-12.9 mol_weight_g_mol=161.23 homo_lumo_gap_ev=9.072 relative_energy_kcal_mol=68.9 smiles="C[NH2+][C@]1(C)C=Nc2ccccc21"
C -1.4563 -0.5198 -1.7052
N -0.0027 -0.7325 -1.7482
C 0.6856 -1.0249 -0.2592
C 2.1041 -1.5002 -0.4354
C -0.1138 -1.9167 0.6289
N -0.6424 -1.3427 1.6140
C -0.4281 0.1088 1.5108
C -1.0200 1.0996 2.2535
C -0.9114 2.4078 1.8328
C -0.0327 2.6995 0.7925
C 0.5385 1.6880 0.0682
C 0.3247 0.3428 0.3951
H -1.7030 -0.0774 -2.6230
H -1.9283 -1.5578 -1.4414
H -1.8584 0.1337 -0.8526
H 0.5841 0.1652 -1.9630
H 0.0933 -1.4119 -2.6072
H 2.1508 -2.4698 -0.9482
H 2.5369 -1.7520 0.5386
H 2.9360 -0.8061 -0.7728
H -0.1445 -3.0309 0.4975
H -1.4980 0.7394 3.1659
H -1.5805 3.2095 2.1161
H 0.1935 3.7049 0.7801
H 1.1728 1.8433 -0.8378


# 3
16
Properties=species:S:1:pos:R:3 method="wB97M-V/def2-TZVPD" total_charge=0 energy_ev=-6383.4316 homo_ev=-9.1 mol_weight_g_mol=82.15 homo_lumo_gap_ev=10.313 relative_energy_kcal_mol=9.9 smiles="C[C@@H]1C=CCC1"
C 2.0267 -0.4119 0.0557
C 0.6141 0.0853 -0.3079
C 0.0241 1.2310 0.4760
C -1.3015 1.1653 0.4295
C -1.7770 -0.1658 -0.1365
C -0.4842 -0.9937 -0.1551
H 2.0791 -0.7578 1.0979
H 2.7740 0.3810 -0.0556
H 2.3529 -1.2609 -0.5624
H 0.5789 0.5730 -1.2779
H 0.6603 2.1015 0.6206
H -1.9718 1.9948 0.6222
H -2.5832 -0.6456 0.4322
H -2.1472 -0.0209 -1.1621
H -0.4797 -1.7975 -0.9033
H -0.3656 -1.4779 0.8266


# 4
122
Properties=species:S:1:pos:R:3 method="wB97M-V/def2-TZVPD" total_charge=0 energy_ev=-83153.7239 homo_ev=-9.1 mol_weight_g_mol=838.89 homo_lumo_gap_ev=8.839 relative_energy_kcal_mol=231.1
C 5.9145 0.9353 -4.7098
C 4.9719 2.1480 -4.7990
C 5.6183 3.4871 -5.2699
O 4.8458 4.6523 -5.5026
C 3.9898 4.6707 -6.6912
N 3.7569 1.7237 -5.4808
H 6.5851 0.8455 -5.5644
H 5.4203 -0.0124 -4.4955
H 6.5862 1.0069 -3.8543
H 4.5979 2.3877 -3.8037
H 6.1196 3.3068 -6.2208
H 6.3715 3.8329 -4.5619
H 4.1969 3.9678 -7.4981
H 3.9530 5.7151 -7.0010
H 2.9557 4.3781 -6.5090
H 4.1838 1.5608 -6.3816
H 3.1348 2.5111 -5.5948
C -4.5320 1.8619 -6.1492
C -3.0398 2.0742 -5.5766
C -2.8001 3.1402 -4.5220
O -1.3807 3.1490 -4.2000
C -1.1388 4.1071 -3.2009
N -2.5618 0.8454 -4.9175
H -4.6252 0.7797 -6.2410
H -4.7974 2.2976 -7.1124
H -5.2757 2.0096 -5.3662
H -2.4117 2.2255 -6.4545
H -3.3364 2.9730 -3.5879
H -3.1823 4.0674 -4.9490
H -1.2047 5.1280 -3.5770
H -0.1268 3.9776 -2.8172
H -1.7391 4.1500 -2.2921
H -1.6105 1.0089 -4.6203
H -2.9688 0.6289 -4.0188
C 6.2039 1.9882 1.8950
O 6.5833 2.9115 1.1800
N 5.1140 2.0977 2.5797
N 6.9115 0.9508 2.1332
H 4.5188 2.9023 2.4436
H 4.7634 1.3814 3.1995
H 6.6113 0.1497 2.6700
H 7.7481 0.8731 1.5726
C 4.5366 -1.0831 7.7281
O 5.3492 -1.6431 6.9948
N 3.2881 -1.0734 7.5806
N 4.8891 -0.2327 8.6366
H 2.6648 -0.3750 7.9599
H 3.1130 -1.5428 6.7037
H 4.2094 0.1295 9.2900
H 5.8634 -0.1456 8.8881
C -1.0245 -7.4917 -3.0343
O 0.1651 -7.8880 -3.1728
N -1.4254 -6.5089 -2.2830
N -2.1228 -8.2084 -3.4355
H -2.3843 -6.1973 -2.2234
H -0.7342 -5.8229 -2.0152
H -2.0056 -9.0090 -4.0400
H -3.0294 -7.8146 -3.2277
C 3.7805 -7.2574 2.3806
O 3.9316 -6.4702 1.5448
N 4.7313 -8.0933 2.6435
N 2.6586 -7.3995 3.0023
H 5.5739 -8.0745 2.0870
H 4.3884 -8.9185 3.1143
H 2.4116 -8.0855 3.7012
H 1.9655 -6.9775 2.4010
C -4.5260 -4.4388 5.6155
O -5.3188 -4.4415 4.6493
N -4.5841 -5.1902 6.7112
N -3.4676 -3.6417 5.6732
H -3.8969 -5.0887 7.4444
H -5.4970 -5.5563 6.9405
H -2.9402 -3.7597 6.5264
H -3.1369 -3.0470 4.9268
C 0.8665 -0.9477 0.3627
O 0.6947 -1.4526 1.4046
N 1.9024 -1.1926 -0.3983
N 0.2278 0.0737 -0.0164
H 2.5822 -1.9142 -0.2051
H 2.2337 -0.6168 -1.1592
H -0.5196 0.3564 0.6013
H 0.3743 0.4343 -0.9484
C -5.3297 1.7852 4.6356
O -4.4945 1.9406 3.7898
N -5.0581 1.9235 5.8628
N -6.5928 1.6352 4.4928
H -5.9075 2.0296 6.3988
H -4.1713 1.8809 6.3444
H -6.9876 1.5753 3.5651
H -7.0928 1.3090 5.3076
C 3.7701 -4.9304 -8.2030
O 4.8936 -4.5075 -8.2952
N 2.8747 -4.5343 -7.3620
N 3.2899 -5.8643 -8.8906
H 3.0270 -3.7556 -6.7371
H 2.1374 -5.1760 -7.1076
H 2.4823 -6.2914 -8.4599
H 3.9458 -6.4619 -9.3729
C 0.4527 4.5977 7.8015
O 0.5510 3.6845 8.6602
N 0.4008 5.8345 8.2787
N 0.1743 4.4589 6.5689
H 0.3933 5.9211 9.2849
H -0.0156 6.5698 7.7254
H 0.1627 5.3133 6.0305
H 0.1289 3.6235 6.0031
C -4.6634 7.8003 2.6632
O -4.3940 8.9549 2.5807
N -3.8805 6.8905 2.3303
N -5.8341 7.4042 3.0370
H -2.8954 7.0026 2.1374
H -4.2608 5.9548 2.3344
H -6.0673 6.4251 3.1214
H -6.5263 8.1196 2.8659
C -7.0097 -0.6744 -1.4670
O -7.3719 0.4760 -1.5926
N -7.6625 -1.6763 -1.9758
N -6.0012 -1.0780 -0.7917
H -8.5824 -1.4731 -2.3398
H -7.2198 -2.5831 -1.9323
H -5.5711 -0.2873 -0.3334
H -5.8070 -2.0066 -0.4453